This record from the Open Molecules 2025 dataset describes a 13-piece molecular cluster, C36H52N12O12S overall. The level of theory is ωB97M-V/def2-TZVPD.

Cartesian coordinates (Å):
S: -0.12701 0.16166 0.12267
O: -1.09301 1.02166 -0.41333
O: -0.79101 -1.17634 0.42867
O: 0.91499 -0.02334 -0.79233
O: 0.38299 0.61866 1.32667
N: 3.32199 0.71966 -1.07333
C: 3.95699 0.58466 -2.28633
C: 5.31999 1.12166 -2.01633
C: 5.24899 1.60966 -0.46633
C: 4.01399 1.41766 -0.10533
H: 2.56999 0.12966 -0.83633
H: 3.60499 0.12766 -3.22533
H: 6.39699 1.23766 -2.43333
H: 6.08599 2.09866 0.22167
H: 3.35699 1.46666 0.90467
N: 2.09999 0.92466 3.29467
C: 2.40899 2.25666 3.44267
C: 3.33499 2.30266 4.64067
C: 3.60399 0.83966 5.03467
C: 2.84099 0.00466 4.10967
H: 1.49899 0.67966 2.50667
H: 2.05999 3.19866 2.86267
H: 3.85899 3.22666 4.93067
H: 4.19999 0.54166 5.71867
H: 2.77299 -0.91134 3.92267
N: -2.64001 -2.67934 -0.26833
C: -3.03201 -3.60634 0.57767
C: -4.23701 -4.36534 -0.11333
C: -4.35901 -3.63034 -1.42933
C: -3.13401 -2.66934 -1.50433
H: -1.69401 -2.08634 -0.13433
H: -2.78501 -3.89834 1.53367
H: -4.88801 -5.20134 0.30967
H: -5.02201 -3.81834 -2.25233
H: -2.78001 -2.09334 -2.33633
N: -2.70401 1.31366 -2.44133
C: -2.56601 2.29566 -3.44433
C: -3.77901 2.17166 -4.29933
C: -4.58501 0.99966 -3.80133
C: -3.87701 0.51966 -2.61433
H: -2.04701 1.15066 -1.76333
H: -1.80701 2.94066 -3.50433
H: -3.99501 2.49366 -5.30733
H: -5.48501 0.51466 -4.07333
H: -4.10701 -0.20034 -1.75033
N: -0.95201 2.08266 3.04467
C: -2.18001 2.78966 2.66267
C: -2.88601 3.18466 3.90367
C: -2.16501 2.59266 5.04667
C: -0.85801 1.91366 4.49167
H: -0.41901 1.41266 2.48367
H: -2.41601 2.71066 1.55667
H: -3.96701 3.65466 3.59367
H: -2.37601 2.49966 6.06967
H: 0.06999 1.38566 4.89267
N: -0.17701 -2.64534 2.47567
C: 0.19999 -1.98634 3.71267
C: 0.50199 -3.17734 4.65967
C: 0.39399 -4.51634 3.92367
C: 0.08199 -4.01334 2.49267
H: -0.51201 -2.11434 1.55167
H: 0.05599 -0.85934 3.85867
H: 0.76999 -3.13734 5.59067
H: 0.63399 -5.49934 4.24467
H: -0.22501 -4.59534 1.54067
N: -0.62201 3.67166 -0.61833
C: 0.53699 4.13066 -0.00833
C: 0.45099 5.64266 0.03867
C: -0.82501 5.97766 -0.72233
C: -1.48701 4.61766 -1.07633
H: -0.84101 2.70866 -0.54133
H: 1.38299 3.54566 0.39567
H: 1.15899 6.37366 0.36067
H: -1.21301 6.96766 -0.79933
H: -2.48601 4.27666 -1.57833
N: 0.83699 -0.94334 -3.20433
C: -0.28801 -0.82934 -4.03733
C: 0.12899 -1.76734 -5.14433
C: 1.48599 -2.39734 -4.74633
C: 1.87299 -1.74034 -3.47833
H: 0.80399 -0.21134 -2.25733
H: -1.15901 -0.35034 -3.99833
H: -0.37001 -1.87434 -6.09733
H: 2.03699 -2.97134 -5.45033
H: 2.89599 -1.68734 -2.99333
C: -0.04101 -3.88534 -1.32033
N: 1.14599 -4.83634 -1.27933
O: 1.33099 -5.52634 -2.22333
O: 1.90199 -4.64634 -0.35633
H: -0.11301 -3.29934 -0.57733
H: -0.94201 -4.56834 -1.16833
H: -0.04501 -3.38034 -2.29633
C: 3.01599 -2.17034 0.88267
N: 4.24399 -2.78734 0.38867
O: 5.19199 -2.86134 1.23567
O: 4.47199 -2.92234 -0.79833
H: 2.73299 -3.03934 1.55267
H: 2.28099 -2.16534 0.17367
H: 3.09699 -1.25934 1.32667
C: 1.23899 2.13666 -3.42133
N: 1.33899 3.47866 -4.00333
O: 0.54999 3.72766 -4.99933
O: 1.89599 4.31066 -3.30833
H: 1.81399 1.60366 -4.12733
H: 0.28499 1.86566 -3.47233
H: 1.61699 2.31266 -2.34033
C: -3.17401 -0.38134 1.93167
N: -4.64701 -0.20734 1.64367
O: -4.96201 0.95666 1.10167
O: -5.48101 -0.73434 2.34267
H: -3.14301 0.33766 2.86167
H: -2.72901 0.26266 1.15067
H: -3.07301 -1.47534 2.05667

Cartesian forces (eV/Å) of the 6 atoms listed first:
-2.80 -4.81 0.42
-3.20 2.47 -1.16
1.02 1.14 -0.72
3.13 -0.93 -2.94
2.23 1.79 4.60
0.46 0.63 -1.70

Summary:
HOMO-LUMO gap (eV): 7.49
LUMO (eV): 3.837
Total charge: -2
Energy above the lowest of the compared OMol25 structures with the same formula, charge and spin (kcal per mole): 25.1
HOMO level (eV): -3.652
2S+1: 1

Atomic partial charges in e from the Löwdin method, atoms 1 to 2: 0.24 -0.30